(A)
Here is 2 unconnected molecules or ions with the total composition C4H6ClN from the Open Molecules 2025 dataset. Energies are from ωB97M-V with the def2-TZVPD basis set.

total charge = 0
E_HOMO (alpha / beta) = -8.324 / -8.505 eV
lowest unoccupied orbital energy (alpha / beta) = -0.00045 / -0.00879 hartree

Last column: Mulliken charge in e.
Atoms and positions in Å:
C -2.816 -0.530 0.230  -0.454
C -2.111 0.569 -0.075  -0.235
C 0.293 -0.072 -0.370  0.273
C 2.619 0.464 0.131  -0.642
N 1.204 0.626 -0.024  -0.259
Cl 0.336 -1.724 -0.877  -0.174
H -3.766 -0.722 0.608  0.304
H -2.430 -1.577 0.261  0.129
H -2.440 1.544 -0.335  0.318
H 3.320 1.114 -0.653  0.220
H 2.866 -0.605 -0.030  0.284
H 2.925 0.913 1.134  0.235

(B)
Here is a single C4H6ClN molecule from the Open Molecules 2025 dataset. Energies are from ωB97M-V with the def2-TZVPD basis set.

total charge = 0
SMILES = C=C(Cl)N1CC1
E_HOMO = -8.810 eV
lowest unoccupied orbital energy = 0.03428 hartree

Last column: Mulliken charge in e.
Atoms and positions in Å:
C -1.404 0.021 -1.701  -0.748
C -0.252 -0.294 -1.096  0.426
Cl 1.077 -0.931 -1.888  -0.181
N -0.230 -0.277 0.452  -0.236
C 0.937 -0.513 1.181  -0.435
C 0.314 0.841 1.331  -0.358
H -1.437 0.054 -2.743  0.294
H -2.435 0.233 -1.284  0.255
H 1.824 -0.494 0.569  0.298
H 0.862 -1.357 1.962  0.207
H -0.225 1.068 2.258  0.241
H 0.968 1.648 0.959  0.238

Stability check: which of them is most stable? (B).

(A)
Here is a single C5H6O2S molecule from the Open Molecules 2025 dataset. Energies are from ωB97M-V with the def2-TZVPD basis set.

total charge = 0
SMILES = COC(=S)/C=C\C=O
E_HOMO = -9.030 eV
lowest unoccupied orbital energy = -0.02586 hartree

Last column: Mulliken charge in e.
Atoms and positions in Å:
C 0.873 -1.138 1.194  -0.688
O 0.723 -1.486 -0.192  -0.326
C 0.694 -0.570 -1.157  0.198
S 0.823 -1.016 -2.719  -0.253
C 0.501 0.847 -0.786  -0.487
C -0.606 1.381 -0.255  0.046
C -1.827 0.598 0.044  -0.122
O -2.797 1.101 0.574  -0.489
H 1.218 -2.050 1.698  0.257
H -0.067 -0.809 1.620  0.326
H 1.607 -0.345 1.334  0.356
H 1.346 1.498 -1.041  0.384
H -0.679 2.455 -0.072  0.380
H -1.808 -0.467 -0.242  0.419

(B)
Here is a single C5H6O2S molecule from the Open Molecules 2025 dataset. Energies are from ωB97M-V with the def2-TZVPD basis set.

total charge = 0
SMILES = C=C1COC(=O)CS1
E_HOMO = -9.210 eV
lowest unoccupied orbital energy = 0.01218 hartree

Last column: Mulliken charge in e.
Atoms and positions in Å:
C 2.322 0.149 0.218  -0.713
C 1.012 -0.008 -0.025  0.240
C 0.250 1.160 -0.514  -0.331
O -1.200 1.080 -0.414  -0.328
C -1.902 -0.054 -0.094  0.480
O -3.067 -0.090 -0.124  -0.504
C -1.213 -1.321 0.339  -0.411
S 0.323 -1.611 -0.636  -0.110
H 2.528 1.237 0.563  0.210
H 2.971 -0.694 0.453  0.315
H 0.532 1.379 -1.533  0.227
H 0.572 2.011 0.194  0.293
H -1.168 -1.180 1.440  0.275
H -1.960 -2.060 0.132  0.356

Stability check: which of them is most stable? (B).

(A)
Here is a single C5H6O2S molecule from the Open Molecules 2025 dataset. Energies are from ωB97M-V with the def2-TZVPD basis set.

total charge = 0
SMILES = CC1=C[C@H](O)C(=S)O1
E_HOMO = -8.912 eV
lowest unoccupied orbital energy = -0.00279 hartree

Last column: Mulliken charge in e.
Atoms and positions in Å:
C -2.686 0.663 1.227  -1.178
C -1.290 0.172 0.800  0.713
C -0.431 -0.551 1.454  -0.678
C 0.773 -0.838 0.589  0.417
O 2.049 -0.404 1.026  -0.516
C 0.348 -0.096 -0.668  0.039
S 1.067 0.183 -2.075  -0.325
O -0.841 0.528 -0.455  -0.355
H -3.443 0.303 0.533  0.308
H -2.954 0.337 2.220  0.330
H -2.725 1.750 1.156  0.305
H -0.636 -0.982 2.490  0.250
H 0.887 -1.914 0.408  0.324
H 1.848 0.489 1.400  0.368

(B)
Here is a single C5H6O2S molecule from the Open Molecules 2025 dataset. Energies are from ωB97M-V with the def2-TZVPD basis set.

total charge = 0
SMILES = O=C[C@@H]1CCC(=S)O1
E_HOMO = -8.934 eV
lowest unoccupied orbital energy = 0.00701 hartree

Last column: Mulliken charge in e.
Atoms and positions in Å:
O -2.922 -1.031 -0.110  -0.466
C -1.741 -1.283 -0.167  -0.112
C -0.677 -0.384 0.435  0.407
C -0.372 0.883 -0.184  -0.849
C 1.163 0.966 -0.031  -0.353
C 1.606 -0.438 0.011  0.137
S 3.108 -1.099 -0.078  -0.282
O 0.502 -1.179 0.215  -0.338
H -1.255 -2.023 -0.764  0.387
H -0.891 -0.206 1.526  0.231
H -0.624 0.916 -1.221  0.314
H -0.903 1.740 0.221  0.353
H 1.650 1.588 -0.767  0.341
H 1.355 1.551 0.915  0.232

Stability check: which of them is most stable? (B).

(A)
Here is a single C3H7NS2 molecule from the Open Molecules 2025 dataset. Energies are from ωB97M-V with the def2-TZVPD basis set.

total charge = 0
SMILES = CC(=S)N(C)S
E_HOMO = -8.417 eV
lowest unoccupied orbital energy = 0.02721 hartree

Last column: Mulliken charge in e.
Atoms and positions in Å:
C -1.071 0.674 -1.013  -1.391
C 0.075 0.929 -0.063  0.831
S 0.521 2.409 0.386  -0.505
N 0.699 -0.191 0.348  -0.105
C 0.060 -1.521 0.384  -0.895
S 2.073 -0.081 1.433  -0.137
H -1.982 0.552 -0.412  0.370
H -1.213 1.579 -1.617  0.312
H -0.977 -0.124 -1.718  0.412
H -0.037 -1.773 1.449  0.353
H -0.960 -1.389 -0.032  0.357
H 0.616 -2.276 -0.120  0.267
H 2.196 1.213 0.974  0.132

(B)
Here is a single C3H7NS2 molecule from the Open Molecules 2025 dataset. Energies are from ωB97M-V with the def2-TZVPD basis set.

total charge = 0
SMILES = NCCSC=S
E_HOMO = -8.696 eV
lowest unoccupied orbital energy = -0.00771 hartree

Last column: Mulliken charge in e.
Atoms and positions in Å:
N -1.328 1.413 0.577  -0.541
C -0.141 0.644 0.928  -0.339
C -0.238 -0.840 0.483  -0.718
S -0.474 -0.880 -1.306  -0.029
C 1.162 -1.035 -1.836  -0.172
S 2.555 -1.013 -0.930  -0.251
H -1.386 1.560 -0.406  0.193
H -1.391 2.286 1.098  0.215
H -0.120 0.625 2.019  0.364
H 0.799 1.077 0.567  0.244
H 0.568 -1.461 0.893  0.393
H -1.209 -1.205 0.846  0.343
H 1.202 -1.172 -2.933  0.298

(C)
Here is a molecular structure, C3H7NS2 from the Open Molecules 2025 dataset. Energies are from ωB97M-V with the def2-TZVPD basis set.

total charge = 0
E_HOMO = -8.662 eV
lowest unoccupied orbital energy = 0.00067 hartree

Last column: Mulliken charge in e.
Atoms and positions in Å:
C 1.611 0.225 0.794  -0.480
C 0.594 0.521 -0.315  -0.814
C -3.270 -0.432 -0.270  -0.219
H 4.576 -0.428 -0.331  0.135
H 2.147 1.248 1.055  0.287
H 1.194 -0.358 1.674  0.377
H 0.936 0.566 -1.320  0.501
H 0.003 1.354 -0.078  0.381
H -4.042 0.264 -0.772  0.246
H -3.770 -1.481 0.385  0.191
N -2.073 0.028 -0.598  -0.310
S 2.862 -0.695 -0.477  -0.276
S -0.767 -0.812 0.253  -0.020

Stability check: which of them is most stable? (B).

(A)
Here is 2 unconnected molecules or ions with the total composition C4H7N4 from the Open Molecules 2025 dataset. Energies are from ωB97M-V with the def2-TZVPD basis set.

total charge = +1
E_HOMO (alpha / beta) = -12.023 / -12.289 eV
lowest unoccupied orbital energy (alpha / beta) = -0.18142 / -0.24993 hartree

Last column: Mulliken charge in e.
Atoms and positions in Å:
C -3.331 -1.280 -0.137  -0.984
C 0.054 -0.466 -0.727  0.098
C -3.947 -0.270 0.218  0.673
C 2.328 0.185 0.154  0.410
N -4.239 0.899 0.411  -0.433
N 2.446 -0.679 1.043  -0.529
N 0.887 0.327 -0.281  -0.084
N 3.180 1.022 -0.440  -0.362
H -3.190 -2.252 -0.307  0.481
H -5.159 1.286 0.764  0.315
H 0.215 -1.508 -0.984  0.342
H 3.217 -0.789 1.666  0.265
H 0.572 1.249 0.023  0.340
H 4.136 0.751 -0.243  0.254
H 2.832 1.523 -1.158  0.214

(B)
Here is 2 unconnected molecules or ions with the total composition C4H7N4 from the Open Molecules 2025 dataset. Energies are from ωB97M-V with the def2-TZVPD basis set.

total charge = +1
E_HOMO = -13.679 eV
lowest unoccupied orbital energy = -0.11042 hartree

Last column: Mulliken charge in e.
Atoms and positions in Å:
C -1.332 1.130 0.087  -0.385
C -1.550 0.096 0.965  -0.176
C 2.035 -0.021 0.032  0.501
C -0.607 -0.729 -0.810  -0.470
N -0.745 0.607 -1.007  0.074
N -1.061 -1.008 0.406  0.049
N 1.774 1.162 0.117  -0.481
N 1.896 -1.204 0.091  -0.398
H -1.510 2.235 0.096  0.396
H -2.004 -0.050 1.943  0.427
H -0.089 -1.233 -1.562  0.514
H -0.512 1.123 -1.835  0.204
H 2.193 1.853 0.703  0.261
H 2.360 -2.062 -0.012  0.227
H -0.848 -1.901 0.786  0.257

(C)
Here is a gas-phase ion, C4H7N4 (charge +1) from the Open Molecules 2025 dataset. Energies are from ωB97M-V with the def2-TZVPD basis set.

total charge = +1
E_HOMO (alpha / beta) = -14.262 / -14.276 eV
lowest unoccupied orbital energy (alpha / beta) = -0.28105 / -0.27742 hartree

Last column: Mulliken charge in e.
Atoms and positions in Å:
C -0.055 -1.810 1.320  0.149
C 0.669 -0.505 -1.321  0.009
C -0.548 -0.482 1.196  -0.160
C 0.137 0.728 0.694  0.231
N 0.384 -2.873 1.429  -0.187
N -0.496 -0.937 -1.425  -0.372
N 1.115 0.332 -0.352  -0.193
N -0.633 1.849 0.289  -0.455
H 1.407 -0.826 -2.119  0.383
H -1.675 -0.551 1.463  0.385
H 0.740 0.989 1.703  0.274
H -1.123 -1.297 -2.062  0.207
H 1.738 0.973 -0.786  0.290
H -0.242 2.716 0.338  0.213
H -1.418 1.693 -0.366  0.227

Stability check: which of them is most stable? (B).